Run A
ORCA calculation (wB97M-V/def2-TZVPD) on a 2-piece molecular cluster, C2H5FN2OS overall.

## Properties
Molecular weight, g mol⁻¹: 124.1
E_LUMO, hartree: -0.01813

Structure (ORCA input):
```
! wB97M-V def2-TZVPD RIJCOSX def2/J DEFGRID3
* xyz 0 1
C -1.036 -1.004 0.324
H -0.565 -1.916 0.662
H 0.764 2.001 -0.238
H -2.356 0.801 -0.267
N 0.023 1.323 -0.439
F -1.997 -0.997 -0.767
H 3.770 -1.003 -0.191
H -1.588 -0.479 1.134
N 1.314 -0.699 -0.069
O -1.324 1.896 0.049
C 0.195 -0.066 0.061
S 2.801 0.143 -0.260
*
```

Here are the natural (NBO) charges for atoms 1 to 4, given in e: number 1, C, carries -0.009; number 2, H, carries 0.226; number 3, H, carries 0.387; number 4, H, carries 0.478

Run B
ORCA calculation (wB97M-V/def2-TZVPD) on a 2-piece molecular cluster, C2H5FN2OS overall.

## Properties
Molecular weight, g mol⁻¹: 124.1
E_LUMO, hartree: -0.02269

Structure (ORCA input):
```
! wB97M-V def2-TZVPD RIJCOSX def2/J DEFGRID3
* xyz 0 1
S 2.573 -0.582 -0.238
H -1.366 1.083 -0.527
H 2.348 0.809 -0.710
H -1.112 -1.994 -0.412
O 0.612 1.975 -0.136
F -2.371 -0.319 -0.496
H -1.532 -1.179 1.344
C -1.334 -1.110 0.161
C -0.001 -0.385 -0.022
H 1.578 1.811 0.931
N 1.034 -1.059 0.023
N -0.430 0.951 0.082
*
```

Here are the natural (NBO) charges for atoms 1 to 4, given in e: number 1, S, carries 0.200; number 2, H, carries 0.430; number 3, H, carries 0.118; number 4, H, carries 0.207

It turns out run B is the most stable, with the second structure 0.0077 hartree higher.

Run A
ORCA calculation (wB97M-V/def2-TZVPD) on C10H15N3O in the gas phase.

## Properties
Molecular weight, g mol⁻¹: 193.3
E_LUMO, hartree: -0.00909

Structure (ORCA input):
```
! wB97M-V def2-TZVPD RIJCOSX def2/J DEFGRID3
* xyz 0 1
H -1.655 1.963 -1.870
H -0.509 -0.195 -1.032
C -0.025 -0.592 1.006
H 0.895 1.933 -2.314
N 1.432 -2.064 -0.191
H -0.677 -0.866 3.043
H -0.580 1.816 2.797
H 1.155 -3.989 -2.033
H -2.558 0.998 0.632
H 2.477 -2.849 -2.302
C 2.139 -3.703 -1.716
H 1.001 0.499 -0.473
H -2.176 0.986 2.956
N 0.442 -3.837 2.636
H 0.978 3.440 -1.264
H -2.134 2.644 1.113
C 0.509 -2.986 1.831
C -1.748 1.626 0.970
H 2.886 -4.516 -1.862
C 0.677 -1.921 0.884
C -0.964 2.450 -1.189
C -1.295 1.115 2.329
H -1.437 3.402 -0.880
C -0.027 0.342 -0.193
H 0.071 3.410 -2.805
C 0.352 2.809 -1.915
C -0.660 -0.232 2.193
N -0.671 1.649 0.002
O 2.101 -3.332 -0.352
*
```

Here are the natural (NBO) charges for atoms 1 to 4, given in e: number 1, H, carries 0.163; number 2, H, carries 0.184; number 3, C, carries -0.046; number 4, H, carries 0.208

Run B
ORCA calculation (wB97M-V/def2-TZVPD) on C10H15N3O in the gas phase.

## Properties
Molecular weight, g mol⁻¹: 193.3
E_LUMO, hartree: 0.02451

Structure (ORCA input):
```
! wB97M-V def2-TZVPD RIJCOSX def2/J DEFGRID3
* xyz 0 1
H -0.343 3.642 1.433
H 1.879 -0.085 1.227
H -2.649 -0.577 -0.713
H -2.912 -0.020 -2.297
H 1.070 1.909 -1.581
O -0.352 -0.067 -2.961
C 2.293 -0.778 0.640
H -1.710 2.965 3.738
C 1.612 -2.344 -1.078
H 1.005 -2.417 -2.001
C 0.045 -0.395 -0.595
C -2.224 -0.687 -1.774
C -1.198 0.563 2.035
H 1.888 -0.410 -1.564
C 1.498 -0.888 -0.685
C -0.668 1.487 1.120
N -1.551 2.454 2.876
H -1.207 -0.439 1.943
N -1.732 1.147 3.060
H 2.572 -2.775 -1.253
C -0.767 2.677 1.786
H 3.429 -0.639 0.455
C -0.713 -0.389 -1.865
C 0.009 1.165 -0.142
H 1.081 -2.794 -0.300
H -2.390 -1.793 -2.083
N 0.577 2.108 -0.720
H -0.672 -0.955 0.119
H 2.130 -1.665 1.178
*
```

Here are the natural (NBO) charges for atoms 1 to 4, given in e: number 1, H, carries 0.245; number 2, H, carries 0.203; number 3, H, carries 0.207; number 4, H, carries 0.243

It turns out run B is the most stable, with the second structure 0.0437 hartree higher.

Run A
ORCA calculation (wB97M-V/def2-TZVPD) on C2H6S2 in the gas phase.

## Properties
Molecular weight, g mol⁻¹: 94.2
E_LUMO, hartree: 0.01380

Structure (ORCA input):
```
! wB97M-V def2-TZVPD RIJCOSX def2/J DEFGRID3
* xyz 0 1
H 0.855 1.359 -0.270
S 1.891 -1.402 1.797
C 0.155 0.556 0.077
H -0.297 0.813 0.957
H -1.706 1.496 -0.735
H 1.448 -2.712 1.972
C -1.025 0.613 -0.936
S 1.059 -1.072 -0.149
H -0.589 0.581 -1.969
H -1.792 -0.232 -0.744
*
```

Here are the natural (NBO) charges for atoms 1 to 4, given in e: number 1, H, carries 0.209; number 2, S, carries -0.160; number 3, C, carries -0.502; number 4, H, carries 0.219

Run B
ORCA calculation (wB97M-V/def2-TZVPD) on a 2-piece molecular cluster, C2H6S2 overall.

## Properties
Molecular weight, g mol⁻¹: 94.2
E_LUMO, hartree: 0.00777

Structure (ORCA input):
```
! wB97M-V def2-TZVPD RIJCOSX def2/J DEFGRID3
* xyz 0 1
C 1.628 0.714 -0.037
S -1.553 -1.766 -1.004
H 1.716 -0.175 1.904
S -2.515 0.091 -0.716
C 1.164 0.379 1.159
H 2.441 0.146 -0.479
H -2.133 0.548 -1.916
H -2.100 -2.247 0.117
H 1.130 1.524 -0.557
H 0.222 0.785 1.530
*
```

Here are the natural (NBO) charges for atoms 1 to 4, given in e: number 1, C, carries -0.395; number 2, S, carries -0.127; number 3, H, carries 0.190; number 4, S, carries -0.140

Run C
ORCA calculation (wB97M-V/def2-TZVPD) on C2H6S2 in the gas phase.

## Properties
Molecular weight, g mol⁻¹: 94.2
E_LUMO, hartree: 0.02746

Structure (ORCA input):
```
! wB97M-V def2-TZVPD RIJCOSX def2/J DEFGRID3
* xyz 0 1
H 1.494 0.339 -0.526
C -0.633 0.261 -0.331
H -1.403 -0.229 0.174
H 0.805 0.051 1.126
S -1.054 2.035 0.166
C 0.790 -0.236 0.111
H -1.009 0.204 -1.293
H 2.159 -2.574 0.053
S 0.935 -2.024 -0.144
H -1.080 1.895 1.431
*
```

Here are the natural (NBO) charges for atoms 1 to 4, given in e: number 1, H, carries 0.227; number 2, C, carries -0.470; number 3, H, carries 0.213; number 4, H, carries 0.214

It turns out run A is the most stable, with the second structure 0.0130 hartree higher.

Run A
ORCA calculation (wB97M-V/def2-TZVPD) on C2HFN2O2 in the gas phase.

## Properties
Molecular weight, g mol⁻¹: 104.0
E_LUMO, hartree: -0.03657

Structure (ORCA input):
```
! wB97M-V def2-TZVPD RIJCOSX def2/J DEFGRID3
* xyz 0 1
F 2.144 -0.670 0.341
O 0.577 -0.093 -1.088
N -0.868 0.023 0.725
C -0.373 0.580 -0.491
O -0.774 1.542 -0.994
H -1.739 0.494 0.932
N -0.501 -0.899 1.390
C 1.535 -0.976 -0.816
*
```

Here are the natural (NBO) charges for atoms 1 to 4, given in e: number 1, F, carries -0.337; number 2, O, carries -0.546; number 3, N, carries -0.318; number 4, C, carries 0.852

Run B
ORCA calculation (wB97M-V/def2-TZVPD) on C2HFN2O2 in the gas phase.

## Properties
Molecular weight, g mol⁻¹: 104.0
E_LUMO, hartree: -0.01268

Structure (ORCA input):
```
! wB97M-V def2-TZVPD RIJCOSX def2/J DEFGRID3
* xyz 0 1
H -2.174 0.422 -0.024
F 1.671 2.365 -0.053
N 0.590 0.521 0.043
O -1.660 -0.430 0.039
N 0.460 1.736 0.032
C 0.329 -1.633 -0.011
C -0.294 -0.472 0.052
O 1.079 -2.509 -0.078
*
```

Here are the natural (NBO) charges for atoms 1 to 4, given in e: number 1, H, carries 0.526; number 2, F, carries -0.242; number 3, N, carries -0.193; number 4, O, carries -0.711

It turns out run B is the most stable, with the second structure 0.0263 hartree higher.

Run A
ORCA calculation (wB97M-V/def2-TZVPD) on C4H5NS in the gas phase.

## Properties
Molecular weight, g mol⁻¹: 99.2
E_LUMO, hartree: 0.02379

Structure (ORCA input):
```
! wB97M-V def2-TZVPD RIJCOSX def2/J DEFGRID3
* xyz 0 1
N 1.925 1.494 -0.311
H -2.821 0.322 -0.754
C 1.665 0.395 -0.087
H 1.192 -0.808 1.502
H -2.818 1.727 0.448
C -2.278 0.907 -0.016
S -0.449 -1.054 -0.258
H 1.704 -1.717 0.073
C -1.076 0.507 0.364
C 1.166 -0.842 0.422
H -0.411 1.086 0.939
*
```

Here are the natural (NBO) charges for atoms 1 to 4, given in e: number 1, N, carries -0.304; number 2, H, carries 0.197; number 3, C, carries 0.263; number 4, H, carries 0.256

Run B
ORCA calculation (wB97M-V/def2-TZVPD) on C4H5NS as an isolated structure.

## Properties
Molecular weight, g mol⁻¹: 99.2
E_LUMO, hartree: -0.01748

Structure (ORCA input):
```
! wB97M-V def2-TZVPD RIJCOSX def2/J DEFGRID3
* xyz 0 1
C -0.696 -0.852 0.652
H 0.320 1.601 -1.649
C -0.254 1.077 -0.923
H -0.247 -1.830 0.935
H -1.714 -0.969 0.292
H 1.866 -0.980 0.189
H -1.441 1.158 -0.847
N -0.314 0.100 1.598
C 0.178 -0.251 -0.588
S 0.650 1.056 0.723
C 1.652 -0.110 -0.381
*
```

Here are the natural (NBO) charges for atoms 1 to 4, given in e: number 1, C, carries -0.251; number 2, H, carries 0.264; number 3, C, carries -0.576; number 4, H, carries 0.193

Run C
ORCA calculation (wB97M-V/def2-TZVPD) on a 2-piece molecular cluster, C4H5NS overall.

## Properties
Molecular weight, g mol⁻¹: 99.2
E_LUMO, hartree: -0.03667

Structure (ORCA input):
```
! wB97M-V def2-TZVPD RIJCOSX def2/J DEFGRID3
* xyz 0 1
H 1.263 1.813 -0.276
C 0.600 1.010 -0.024
H 0.745 -1.807 -1.147
H -0.956 1.988 -1.204
C 0.790 -0.299 0.761
S 1.748 -1.529 -0.267
H 0.035 -0.872 1.216
H 1.468 -0.204 1.497
N -2.986 -1.057 0.214
C -0.538 1.252 -0.632
C -2.170 -0.293 -0.138
*
```

Here are the natural (NBO) charges for atoms 1 to 4, given in e: number 1, H, carries 0.270; number 2, C, carries -0.273; number 3, H, carries 0.139; number 4, H, carries 0.196

It turns out run A is the most stable, with the second structure 0.1309 hartree higher.

Run A
ORCA calculation (wB97M-V/def2-TZVPD) on C4H5NS in the gas phase.

## Properties
Molecular weight, g mol⁻¹: 99.2
E_LUMO, hartree: 0.02401

Structure (ORCA input):
```
! wB97M-V def2-TZVPD RIJCOSX def2/J DEFGRID3
* xyz 0 1
S -0.942 1.696 -0.613
H 1.767 -0.942 -0.413
C 0.947 -0.418 0.134
H -2.204 1.512 -1.031
C -0.427 -0.963 0.387
C -0.327 0.023 -0.760
H -0.236 -0.421 -1.823
N 1.705 1.431 1.815
H -0.667 -1.889 -0.003
C 1.364 0.661 1.021
H -0.980 -0.690 1.287
*
```

Here are the natural (NBO) charges for atoms 1 to 4, given in e: number 1, S, carries 0.017; number 2, H, carries 0.270; number 3, C, carries -0.332; number 4, H, carries 0.130

Run B
ORCA calculation (wB97M-V/def2-TZVPD) on C4H5NS in the gas phase.

## Properties
Molecular weight, g mol⁻¹: 99.2
E_LUMO, hartree: 0.02133

Structure (ORCA input):
```
! wB97M-V def2-TZVPD RIJCOSX def2/J DEFGRID3
* xyz 0 1
C -0.697 0.920 -0.489
H 1.244 1.640 -1.212
N 1.227 -0.145 -0.063
C 0.333 -0.945 0.561
C -1.027 -0.304 0.325
H 2.196 -0.378 -0.040
H -1.477 -0.044 1.290
S 0.669 -2.331 1.393
H -1.686 -1.010 -0.195
C 0.626 0.958 -0.688
H -1.408 1.638 -0.880
*
```

Here are the natural (NBO) charges for atoms 1 to 4, given in e: number 1, C, carries -0.240; number 2, H, carries 0.219; number 3, N, carries -0.574; number 4, C, carries 0.131

It turns out run B is the most stable, with the second structure 0.0496 hartree higher.

Run A
ORCA calculation (wB97M-V/def2-TZVPD) on a 2-piece molecular cluster, H3NS2 overall.

## Properties
Molecular weight, g mol⁻¹: 81.2
E_LUMO (spin up / spin down), hartree: -0.05707 / -0.05686

Structure (ORCA input):
```
! wB97M-V def2-TZVPD RIJCOSX def2/J DEFGRID3
* xyz 0 1
S 0.135 2.098 1.578
H -0.054 -0.168 -0.879
H 0.879 0.090 1.552
H -0.817 -1.178 -2.423
N -0.037 0.547 1.456
S -0.107 -1.389 -1.285
*
```

Here are the natural (NBO) charges for atoms 1 to 4, given in e: number 1, S, carries 0.391; number 2, H, carries 0.133; number 3, H, carries 0.341; number 4, H, carries 0.150

Run B
ORCA calculation (wB97M-V/def2-TZVPD) on H3NS2 in the gas phase.

## Properties
Molecular weight, g mol⁻¹: 81.2
E_LUMO, hartree: -0.01035

Structure (ORCA input):
```
! wB97M-V def2-TZVPD RIJCOSX def2/J DEFGRID3
* xyz 0 1
H -0.646 -1.416 -0.626
N -1.378 0.270 0.764
S -0.318 -0.028 -0.385
H -1.494 1.264 0.993
H 2.005 0.068 -1.047
S 1.832 -0.157 0.300
*
```

Here are the natural (NBO) charges for atoms 1 to 4, given in e: number 1, H, carries 0.120; number 2, N, carries -1.054; number 3, S, carries 0.719; number 4, H, carries 0.366

It turns out run A is the most stable, with the second structure 0.0058 hartree higher.